{"formula": "C4H10N2", "method": "ωB97M-V/def2-TZVPD", "de_lowest_kcal_mol": 54.51, "charge": 0, "homo_lumo_gap_ha": 0.34537, "energy_ev": -7288.2556, "symbols": ["C", "C", "N", "H", "H", "H", "H", "H", "C", "C", "N", "H", "H", "H", "H", "H"], "xyz": [[6.504, 0.008, 0.240], [6.117, -1.131, 0.838], [4.860, -1.524, 1.253], [5.752, 0.802, 0.132], [7.492, -0.076, -0.187], [6.868, -1.826, 1.252], [4.221, -0.832, 1.621], [4.944, -2.412, 1.800], [-5.947, 1.653, -1.766], [-6.116, 1.055, -0.559], [-5.848, -0.287, -0.288], [-5.100, 1.378, -2.410], [-6.348, 2.661, -1.801], [-6.744, 1.528, 0.231], [-5.169, -0.580, -0.994], [-5.487, -0.418, 0.637]]}

{"formula": "C26H40BN9O7PSY", "method": "ωB97M-V/def2-TZVPD", "de_lowest_kcal_mol": 33.58, "charge": 0, "homo_lumo_gap_ha": 0.27148, "energy_ev": -77205.6739, "symbols": ["Y", "O", "C", "O", "C", "C", "C", "C", "C", "N", "C", "O", "O", "H", "H", "H", "H", "H", "B", "N", "C", "C", "C", "N", "N", "C", "C", "C", "N", "H", "H", "H", "H", "H", "H", "H", "H", "O", "P", "N", "C", "C", "C", "C", "N", "C", "C", "C", "C", "N", "C", "C", "C", "C", "H", "H", "H", "H", "H", "H", "H", "H", "H", "H", "H", "H", "H", "H", "H", "H", "H", "H", "H", "H", "H", "H", "H", "H", "C", "O", "H", "H", "H", "O", "S", "N"], "xyz": [[0.108, -0.352, 0.239], [-4.488, 0.414, -0.460], [-3.160, 0.530, -0.481], [-2.469, 0.274, 0.467], [-2.636, 1.043, -1.788], [-3.503, 1.436, -2.792], [-2.962, 1.977, -3.942], [-1.591, 2.105, -4.024], [-0.802, 1.681, -2.963], [-1.315, 1.140, -1.858], [0.696, 1.908, -3.017], [1.276, 1.758, -4.224], [1.332, 2.225, -2.065], [-4.733, 0.106, 0.425], [-4.569, 1.319, -2.661], [-3.597, 2.310, -4.753], [-1.142, 2.571, -4.892], [0.680, 1.331, -4.850], [0.203, -2.078, -3.150], [-0.656, -2.735, -2.025], [-1.219, -3.947, -2.050], [-2.091, -4.059, -0.977], [-1.996, -2.826, -0.336], [-1.123, -2.032, -0.966], [1.564, -1.582, -2.579], [2.771, -1.752, -3.132], [3.688, -0.969, -2.450], [2.931, -0.339, -1.464], [1.653, -0.716, -1.542], [0.430, -2.918, -3.989], [-0.413, -1.119, -3.595], [-0.967, -4.652, -2.827], [-2.700, -4.906, -0.703], [-2.505, -2.479, 0.551], [2.899, -2.409, -3.978], [4.745, -0.872, -2.635], [3.248, 0.386, -0.729], [-0.973, -1.201, 2.097], [-0.289, -1.594, 3.385], [0.311, -3.142, 3.377], [0.007, -3.952, 2.169], [0.703, -5.303, 2.433], [1.445, -5.126, 3.769], [1.604, -3.616, 3.881], [-1.536, -1.613, 4.522], [-2.940, -1.788, 4.122], [-3.309, -3.151, 4.697], [-2.620, -3.107, 6.065], [-1.326, -2.302, 5.807], [0.766, -0.479, 3.997], [1.695, -0.748, 5.123], [1.802, 0.590, 5.852], [0.416, 1.205, 5.651], [0.146, 0.875, 4.191], [0.412, -3.476, 1.278], [-1.071, -4.053, 2.051], [1.407, -5.519, 1.630], [-0.013, -6.123, 2.474], [2.406, -5.638, 3.793], [0.837, -5.494, 4.597], [2.427, -3.282, 3.242], [1.792, -3.289, 4.898], [-3.047, -1.703, 3.044], [-3.558, -1.011, 4.590], [-2.866, -3.938, 4.079], [-4.385, -3.316, 4.765], [-2.406, -4.097, 6.469], [-3.253, -2.581, 6.780], [-0.464, -2.971, 5.743], [-1.142, -1.591, 6.616], [2.661, -1.094, 4.758], [1.300, -1.501, 5.810], [2.549, 1.221, 5.366], [2.080, 0.455, 6.896], [0.399, 2.280, 5.830], [-0.316, 0.722, 6.304], [0.641, 1.597, 3.548], [-0.911, 0.862, 3.934], [2.946, -1.099, 1.664], [1.617, -1.386, 1.363], [3.127, -0.029, 1.821], [3.629, -1.431, 0.872], [3.278, -1.589, 2.588], [2.081, 3.178, 2.229], [1.892, 2.211, 1.151], [0.571, 1.575, 1.001]]}

{"formula": "C3H11O2S", "method": "ωB97M-V/def2-TZVPD", "de_lowest_kcal_mol": 21.17, "charge": -1, "homo_lumo_gap_ha": 0.21936, "energy_ev": -18220.3954, "symbols": ["C", "C", "C", "S", "H", "H", "H", "H", "H", "H", "H", "H", "H", "O", "H", "H", "O"], "xyz": [[-0.606, -1.379, 0.300], [0.804, -0.843, 0.408], [1.065, 0.031, -0.833], [0.882, 1.859, -0.576], [-0.592, -2.034, -0.593], [-0.836, -2.105, 1.077], [-1.262, -0.507, 0.140], [1.524, -1.676, 0.323], [0.950, -0.326, 1.365], [2.080, -0.143, -1.216], [0.387, -0.193, -1.638], [-4.975, -0.053, 1.683], [-4.860, 1.324, 0.893], [-5.485, 0.659, 1.261], [2.925, 1.726, -0.468], [4.170, 2.253, -1.236], [3.830, 1.405, -0.889]]}

What is the charge in the second record? 0

Number 3 is which compound? C3H11O2S